{"formula": "C55H42F5N3O2P3STl", "method": "ωB97M-V/def2-TZVPD", "species": ["Tl", "N", "P", "C", "C", "C", "C", "C", "C", "C", "C", "C", "C", "C", "C", "C", "C", "C", "C", "C", "N", "H", "H", "H", "H", "H", "H", "H", "H", "H", "H", "H", "H", "H", "H", "H", "C", "N", "P", "C", "C", "C", "C", "C", "C", "C", "C", "C", "C", "C", "C", "P", "C", "C", "C", "C", "C", "C", "C", "C", "C", "C", "C", "C", "H", "H", "H", "H", "H", "H", "H", "H", "H", "H", "H", "H", "H", "H", "H", "H", "H", "H", "H", "H", "H", "H", "H", "O", "C", "O", "C", "C", "C", "C", "C", "C", "S", "H", "H", "H", "H", "F", "C", "C", "C", "F", "C", "F", "C", "F", "C", "F"], "positions_angstrom": [[0.758, 1.658, -0.161], [-2.371, 0.695, -2.924], [-2.642, 0.674, -1.229], [-4.326, -0.097, -1.160], [-4.687, -0.676, 0.055], [-5.940, -1.247, 0.240], [-6.849, -1.270, -0.808], [-6.495, -0.714, -2.031], [-5.249, -0.130, -2.202], [-3.196, 2.424, -1.008], [-2.604, 3.428, -1.769], [-2.971, 4.756, -1.596], [-3.915, 5.099, -0.641], [-4.491, 4.107, 0.143], [-4.136, 2.779, -0.040], [-1.137, 0.458, -3.527], [-0.997, 0.622, -4.910], [0.229, 0.341, -5.479], [1.268, -0.102, -4.671], [1.032, -0.224, -3.312], [-0.145, 0.060, -2.748], [-3.015, 1.214, -3.501], [-3.963, -0.683, 0.865], [-6.199, -1.686, 1.196], [-7.826, -1.718, -0.675], [-7.197, -0.737, -2.857], [-4.999, 0.297, -3.166], [-1.823, 3.185, -2.481], [-2.492, 5.524, -2.190], [-4.180, 6.138, -0.488], [-5.218, 4.368, 0.903], [-4.596, 2.013, 0.573], [-1.832, 0.968, -5.507], [0.372, 0.472, -6.545], [2.246, -0.320, -5.077], [1.818, -0.512, -2.618], [-0.263, -3.184, 2.120], [0.253, -2.069, 1.322], [0.989, -0.688, 2.102], [1.742, -1.488, 3.585], [2.902, -2.224, 3.331], [3.542, -2.912, 4.349], [3.048, -2.853, 5.647], [1.921, -2.090, 5.917], [1.272, -1.410, 4.893], [-0.488, 0.142, 2.828], [-0.235, 1.367, 3.455], [-1.277, 2.161, 3.910], [-2.592, 1.743, 3.753], [-2.854, 0.528, 3.134], [-1.810, -0.261, 2.667], [0.786, -2.300, -0.305], [-0.712, -2.959, -1.171], [-2.031, -2.781, -0.773], [-3.086, -3.180, -1.590], [-2.837, -3.740, -2.833], [-1.523, -3.892, -3.262], [-0.480, -3.500, -2.441], [1.763, -3.885, -0.180], [1.216, -5.170, -0.171], [2.022, -6.288, -0.013], [3.396, -6.143, 0.140], [3.954, -4.872, 0.125], [3.145, -3.754, -0.037], [-0.668, -2.807, 3.059], [0.509, -3.918, 2.363], [-1.064, -3.702, 1.586], [3.301, -2.228, 2.320], [4.436, -3.486, 4.134], [3.546, -3.390, 6.446], [1.542, -2.026, 6.931], [0.389, -0.823, 5.115], [0.792, 1.714, 3.540], [-1.061, 3.124, 4.358], [-3.410, 2.370, 4.089], [-3.882, 0.203, 3.010], [-2.027, -1.188, 2.151], [-2.240, -2.312, 0.180], [-4.107, -3.036, -1.262], [-3.659, -4.044, -3.471], [-1.317, -4.301, -4.244], [0.543, -3.608, -2.787], [0.148, -5.305, -0.294], [1.578, -7.277, -0.005], [4.025, -7.015, 0.272], [5.024, -4.748, 0.244], [3.570, -2.752, -0.034], [3.734, -1.096, 0.588], [3.712, 0.041, 0.065], [2.935, 0.437, -0.851], [4.785, 1.013, 0.510], [6.092, 0.782, 0.101], [7.133, 1.616, 0.488], [6.847, 2.700, 1.309], [5.545, 2.945, 1.714], [4.473, 2.124, 1.322], [2.851, 2.524, 1.852], [6.295, -0.077, -0.531], [8.147, 1.425, 0.153], [7.645, 3.361, 1.632], [5.322, 3.799, 2.344], [2.207, 3.815, -3.460], [1.740, 4.634, -2.468], [1.093, 4.103, -1.381], [0.648, 5.043, -0.481], [-0.025, 4.652, 0.644], [0.816, 6.409, -0.620], [0.341, 7.296, 0.287], [1.481, 6.885, -1.734], [1.666, 8.213, -1.904], [1.952, 5.987, -2.673], [2.596, 6.464, -3.766]], "lowdin_charge": [0.646, -0.142, 1.043, -0.366, -0.139, -0.092, -0.107, -0.097, -0.086, -0.343, -0.096, -0.082, -0.099, -0.095, -0.093, -0.397, -0.037, -0.091, -0.071, -0.140, 0.078, 0.085, 0.070, 0.100, 0.092, 0.094, 0.094, 0.099, 0.105, 0.095, 0.094, 0.092, 0.098, 0.096, 0.096, 0.078, -0.167, -0.513, 0.968, -0.325, -0.082, -0.085, -0.116, -0.108, -0.091, -0.390, -0.127, -0.077, -0.105, -0.112, -0.106, 1.058, -0.366, -0.113, -0.095, -0.104, -0.097, -0.123, -0.329, -0.113, -0.111, -0.116, -0.086, -0.091, 0.068, 0.076, 0.064, 0.075, 0.097, 0.087, 0.089, 0.095, 0.055, 0.103, 0.092, 0.087, 0.071, 0.071, 0.088, 0.090, 0.094, 0.106, 0.097, 0.089, 0.087, 0.098, 0.061, -0.098, -0.675, -0.191, -0.167, -0.062, -0.139, -0.141, -0.154, -0.649, 0.462, 0.106, 0.075, 0.080, 0.077, 0.027, -0.265, -0.078, -0.301, -0.010, -0.163, 0.067, -0.161, 0.070, -0.166, 0.062], "charge": -2, "relative_energy_kcal_mol": 0.86, "energy_ev": -123267.413, "largest_force_ha_per_bohr": 0.011, "lumo_energy_ha": 0.1357}

{"formula": "C32H36CaF18N3O36S6", "method": "ωB97M-V/def2-TZVPD", "species": ["Ca", "C", "F", "F", "F", "S", "O", "O", "N", "S", "O", "O", "C", "F", "F", "F", "C", "F", "F", "F", "S", "O", "O", "N", "S", "O", "O", "C", "F", "F", "F", "C", "F", "F", "F", "S", "O", "O", "N", "S", "O", "O", "C", "F", "F", "F", "C", "C", "O", "C", "O", "O", "H", "H", "H", "H", "C", "C", "O", "C", "O", "O", "H", "H", "H", "H", "C", "C", "O", "C", "O", "O", "H", "H", "H", "H", "C", "C", "O", "C", "O", "O", "H", "H", "H", "H", "C", "C", "O", "C", "O", "O", "H", "H", "H", "H", "C", "C", "O", "C", "O", "O", "H", "H", "H", "H", "C", "C", "C", "O", "C", "O", "O", "H", "H", "H", "H", "H", "H", "C", "C", "C", "O", "C", "O", "O", "H", "H", "H", "H", "H", "H"], "positions_angstrom": [[-2.307, -1.560, 0.735], [-4.104, -0.115, 4.225], [-4.336, -1.360, 3.743], [-5.173, 0.597, 4.134], [-3.616, -0.196, 5.484], [-2.685, 0.594, 3.111], [-2.298, 1.975, 3.435], [-1.637, -0.392, 3.306], [-3.297, 0.299, 1.477], [-4.047, 1.616, 1.007], [-4.877, 2.301, 2.026], [-3.112, 2.472, 0.293], [-5.384, 1.067, -0.307], [-5.957, 2.207, -0.667], [-4.721, 0.539, -1.353], [-6.305, 0.213, 0.266], [-2.915, 2.163, -4.387], [-3.789, 2.289, -3.388], [-2.275, 3.333, -4.585], [-1.996, 1.254, -4.118], [-3.763, 1.577, -6.031], [-2.703, 1.052, -6.878], [-4.699, 0.531, -5.595], [-4.741, 3.008, -6.533], [-4.302, 3.324, -8.037], [-4.093, 2.159, -8.894], [-5.217, 4.306, -8.571], [-2.634, 4.258, -7.770], [-2.926, 5.394, -7.202], [-1.675, 3.630, -7.054], [-2.027, 4.346, -8.932], [2.346, -2.180, 0.375], [3.635, -1.911, 0.750], [2.120, -1.584, -0.786], [2.166, -3.535, 0.371], [1.190, -1.448, 1.680], [0.684, -2.589, 2.457], [1.834, -0.479, 2.547], [-0.159, -0.790, 0.665], [0.407, 0.661, 0.435], [-0.138, 1.621, 1.376], [1.810, 0.729, 0.159], [-0.467, 1.076, -1.240], [-1.749, 0.670, -1.258], [-0.289, 2.351, -1.576], [0.243, 0.432, -2.192], [2.954, 4.770, 1.491], [2.169, 3.463, 1.282], [1.723, 3.583, -0.006], [2.267, 4.540, -0.678], [2.085, 4.758, -1.871], [3.081, 5.256, 0.157], [3.974, 4.462, 1.722], [2.567, 5.571, 2.120], [1.307, 3.345, 1.939], [2.751, 2.551, 1.416], [0.462, 1.817, 5.210], [0.101, 3.223, 4.697], [1.292, 3.897, 4.740], [2.048, 3.451, 5.657], [2.960, 4.140, 6.222], [1.695, 2.201, 5.917], [0.731, 1.181, 4.367], [-0.181, 1.251, 5.884], [-0.732, 3.670, 5.239], [-0.277, 3.113, 3.681], [3.893, -4.584, -3.668], [3.899, -3.904, -2.327], [3.060, -4.752, -1.643], [3.041, -5.966, -2.225], [2.574, -6.969, -1.754], [3.755, -5.936, -3.331], [4.803, -4.463, -4.256], [3.071, -4.254, -4.303], [3.537, -2.882, -2.439], [4.883, -3.871, -1.859], [2.272, -6.470, 1.856], [1.101, -5.789, 2.562], [0.313, -6.864, 2.772], [1.043, -8.154, 2.637], [0.603, -9.325, 2.793], [2.193, -7.865, 2.045], [3.190, -5.958, 2.145], [2.279, -6.324, 0.776], [0.666, -5.070, 1.868], [1.485, -5.376, 3.495], [0.487, -2.234, 5.850], [1.907, -1.628, 6.117], [2.356, -2.472, 7.207], [1.427, -3.379, 7.577], [1.624, -4.083, 8.565], [0.305, -3.121, 6.949], [0.427, -2.678, 4.857], [-0.228, -1.418, 5.961], [1.944, -0.580, 6.415], [2.464, -1.836, 5.203], [-1.485, 4.855, 1.547], [-1.283, 5.528, 0.193], [-0.679, 6.811, 0.575], [-0.064, 6.671, 1.710], [0.667, 7.490, 2.283], [-0.475, 5.453, 2.264], [-1.403, 3.769, 1.508], [-2.441, 5.054, 2.032], [-2.240, 5.677, -0.307], [-0.590, 5.001, -0.463], [4.702, 1.203, -0.130], [5.946, 0.530, -0.621], [5.715, -0.670, -1.567], [6.723, -0.484, -2.508], [7.283, 0.694, -2.462], [8.136, 1.170, -3.240], [6.696, 1.368, -1.522], [3.879, 1.099, -0.838], [4.883, 2.258, 0.077], [4.254, 0.763, 0.761], [6.755, 0.353, 0.087], [4.735, -0.716, -2.041], [6.032, -1.552, -1.010], [-5.344, -2.659, -5.523], [-5.255, -2.940, -4.008], [-4.780, -4.251, -3.575], [-3.788, -3.889, -2.601], [-3.662, -2.556, -2.527], [-2.982, -1.960, -1.696], [-4.518, -1.950, -3.380], [-4.412, -2.281, -5.942], [-6.136, -1.918, -5.630], [-5.776, -3.560, -5.960], [-6.265, -2.763, -3.637], [-4.555, -4.821, -4.476], [-5.650, -4.714, -3.109]], "lowdin_spin": [0.000, 0.000, 0.000, 0.000, 0.000, 0.000, 0.000, 0.000, 0.000, 0.000, 0.000, 0.000, 0.000, 0.000, 0.000, 0.000, 0.003, 0.000, 0.002, 0.002, 0.004, 0.002, 0.069, 0.686, 0.055, 0.071, 0.035, 0.037, 0.007, 0.003, 0.021, 0.000, 0.000, 0.000, 0.000, 0.000, 0.000, 0.000, 0.000, 0.000, 0.000, 0.000, 0.000, 0.000, 0.000, 0.000, 0.000, 0.000, 0.000, 0.000, 0.000, 0.000, 0.000, 0.000, 0.000, 0.000, 0.000, 0.000, 0.000, 0.000, 0.000, 0.000, 0.000, 0.000, 0.000, 0.000, 0.000, 0.000, 0.000, 0.000, 0.000, 0.000, 0.000, 0.000, 0.000, 0.000, 0.000, 0.000, 0.000, 0.000, 0.000, 0.000, 0.000, 0.000, 0.000, 0.000, 0.000, 0.000, 0.000, 0.000, 0.000, 0.000, 0.000, 0.000, 0.000, 0.000, 0.000, 0.000, 0.000, 0.000, 0.000, 0.000, 0.000, 0.000, 0.000, 0.000, 0.000, 0.000, 0.000, 0.000, 0.000, 0.000, 0.000, 0.000, 0.000, 0.000, 0.000, 0.000, 0.000, 0.000, 0.000, 0.000, 0.000, 0.000, 0.000, 0.000, 0.000, 0.000, 0.000, 0.000, 0.000, 0.000], "s2": 0.76, "multiplicity": 2, "energy_ev": -244302.578, "largest_force_ha_per_bohr": 0.130, "lumo_energy_ha": [-0.0861, -0.2254]}